Formula: C48H57N3O5PW
Source: the OMol25 dataset
Level of theory: the ωB97M-V functional and the def2-TZVPD basis

Values from the calculation:
Energy relative to the best compared isomer or geometry (same formula, charge and spin) in kcal per mole: 0.0
Lowest unoccupied orbital energy in eV: -3.9
Strongest force on any atom in eV/A: 1.0
Charge: +1

The geometry in XYZ format:
```
115
Properties=species:S:1:pos:R:3:lowdin_charge:R:1
H 4.1343 0.2808 -0.0351 0.08
O -4.1236 1.0079 -1.4920 0.18
C -0.4003 -1.7589 -3.5217 -0.14
H -2.6624 3.4569 3.2290 0.08
H 3.9919 4.6585 0.7433 0.12
C -0.0911 -1.9491 -4.8662 -0.03
C 0.3398 -2.4832 -0.4445 -0.45
C -2.3076 -3.3260 -3.2051 -0.03
C -2.0553 3.5444 0.4841 -0.05
C -3.3849 -0.2648 0.4319 -0.28
C 1.4584 1.2256 -3.7292 -0.22
H 0.9201 0.4038 -4.1962 0.03
C 2.9305 4.5073 0.9041 -0.05
H 4.2772 2.5740 0.1778 0.13
C 0.4262 -2.1583 1.0126 -0.17
H 2.7228 0.1094 0.9824 0.07
C 0.6582 -1.6208 -2.6125 -0.19
C -5.0023 -4.1476 -0.4945 -0.07
H 1.4442 -2.2199 -6.3353 0.11
C -5.6579 1.4973 3.6368 -0.06
H -4.9414 -0.1726 4.7826 0.11
H 3.2653 -2.1872 -4.6890 0.12
H -1.7184 2.5273 0.2812 0.03
H -3.1257 3.5320 0.6907 0.08
C -3.7635 -4.0494 0.1171 -0.06
O 0.3006 -3.6236 -0.8409 0.13
C -3.2212 -2.8016 0.3996 -0.02
H -6.2084 1.9315 4.4602 0.11
C -1.2673 4.0231 1.6900 -0.34
C -5.1642 -1.7477 -0.5517 -0.01
P 0.5560 1.8914 -2.3018 0.80
H 0.8606 -0.7272 4.5194 0.14
C 0.6889 -2.5467 3.3390 0.01
H 0.7932 -3.2204 4.1788 0.13
O -1.9348 0.7540 -1.1720 -0.27
N 0.4236 -0.8511 1.2280 -0.01
C -3.9222 -1.6496 0.0674 -0.14
H -2.0809 -0.2211 1.9007 0.11
H 4.3085 -3.4449 -1.0402 0.08
C 2.2460 -2.0355 -4.3569 -0.03
H 4.7794 -1.4514 -3.3714 0.08
H 2.6846 -3.9776 -1.5167 0.07
H 0.1078 6.2394 1.4803 0.12
H -0.8917 -2.0442 -5.5886 0.12
C 2.1048 5.6001 1.0653 -0.05
C 0.5526 -3.0569 2.0496 0.05
C 2.4416 3.2031 0.9519 -0.16
H 3.5310 1.5471 2.9458 0.07
C -5.6982 -2.9941 -0.8334 -0.05
H 1.6109 3.9158 -2.9704 0.06
H -0.9698 3.3718 3.7563 0.09
H -3.8170 -1.0595 -3.4772 0.08
C -3.2368 0.5743 -0.8314 -0.46
H 4.5877 2.9063 2.5923 0.09
H 2.5810 0.8254 -0.6387 0.04
C 4.2232 1.9540 2.2084 -0.04
C 0.7594 5.3908 1.3110 -0.03
O -2.0395 -0.3815 0.9458 -0.09
C -2.8014 -0.9610 -3.8658 -0.04
C -1.8510 -1.8640 -3.0857 -0.36
H -3.3328 -3.4270 -2.8457 0.07
H -1.8723 4.1695 -0.3903 0.09
C 1.5191 3.4064 -2.0102 -0.22
H -2.2489 -2.7391 0.8704 0.10
H 2.4424 0.8744 -3.4266 0.03
C -4.2524 -0.2368 2.7581 -0.03
C -4.9717 1.5546 1.3262 -0.02
H -1.5392 1.7930 -3.5237 0.03
C -0.9276 2.5844 -3.0971 -0.22
W -0.2751 0.4209 -0.3717 1.58
C -4.2418 0.3899 1.5104 -0.14
C 4.3581 -1.0841 -2.4352 -0.07
H -5.0077 2.0350 0.3596 0.11
H -1.9145 -1.6080 -2.0292 0.09
H 4.1304 -0.0247 -2.5611 0.06
H 1.0295 4.0635 -1.2944 0.04
H -2.5215 0.0898 -3.8039 0.05
H -2.2770 -3.6512 -4.2469 0.09
H -6.2484 3.0084 2.2368 0.11
H -3.7482 -1.1901 2.8922 0.13
H 1.5802 2.0386 -4.4467 0.07
H -1.5721 5.0508 1.9021 0.13
H -2.8282 -1.2427 -4.9196 0.08
N 0.5340 1.6634 1.1629 -0.06
C 0.5791 -0.3479 2.4431 -0.18
C -4.9432 0.3209 3.8201 -0.05
C 3.2039 0.7670 0.2612 -0.07
C -1.6472 3.1975 2.9224 -0.04
C 1.9882 -1.8225 -3.0085 -0.16
C 3.1342 -1.8997 -2.0151 -0.37
C 0.2189 4.1101 1.3675 -0.13
H 2.5047 6.6044 1.0249 0.11
C 0.7035 1.1433 2.4271 -0.48
C -5.6793 2.1012 2.3901 -0.05
H 3.9434 -3.7771 -2.7352 0.09
H 2.7826 -1.5061 -1.0593 0.10
C 1.0636 3.0134 1.1257 -0.19
H -3.2074 -4.9416 0.3728 0.11
H 5.0727 1.2752 2.1127 0.09
C 3.5319 2.1364 0.8500 -0.35
H 0.5548 -4.1173 1.8387 0.14
H -5.4255 -5.1192 -0.7111 0.11
C 3.5373 -3.3662 -1.8088 -0.04
H -6.6638 -3.0654 -1.3158 0.11
H -1.5283 3.1258 -2.3698 0.03
H -0.6079 3.2639 -3.8874 0.07
N 0.3776 -1.3332 -1.2211 -0.08
H -1.6460 2.1259 2.7060 0.06
C 1.2212 -2.0667 -5.2876 -0.05
H 2.5165 3.1727 -1.6419 0.05
H 5.1391 -1.1699 -1.6777 0.08
H -1.6651 -3.9840 -2.6214 0.08
O 1.0156 1.7329 3.4386 0.12
H -5.7115 -0.8498 -0.8093 0.13
C 0.7168 -1.1701 3.5438 0.05
```

Formula: C5H7N
Source: the OMol25 dataset
Level of theory: the ωB97M-V functional and the def2-TZVPD basis

Values from the calculation:
Energy relative to the best compared isomer or geometry (same formula, charge and spin) in kcal per mole: 97.0
Lowest unoccupied orbital energy in eV: 0.8
Strongest force on any atom in eV/A: 4.0
SMILES: CC1=CC1.C#N

The geometry in XYZ format:
```
13
Properties=species:S:1:pos:R:3:lowdin_charge:R:1
C -0.0616 -0.4820 -0.7493 -0.27
C 1.1937 -0.1955 -1.4919 -0.10
H -2.1469 -0.8865 -0.4637 0.10
C 0.6049 0.5958 -0.2594 0.03
H 2.0267 -0.8046 -1.3670 0.05
H 1.1325 0.2978 -2.4057 0.05
H -0.7190 1.1329 2.0111 0.02
C -1.1542 -1.4322 -0.5076 -0.06
H -1.1720 -2.3194 -1.0793 0.06
C -0.0887 1.8024 2.4018 -0.09
H 0.7626 1.4436 0.4094 0.04
H -1.0865 -1.5675 0.5825 0.08
N 0.7086 2.4152 2.9191 0.09
```

Formula: C4H10N2O2
Source: the OMol25 dataset
Level of theory: the ωB97M-V functional and the def2-TZVPD basis

Values from the calculation:
Energy relative to the best compared isomer or geometry (same formula, charge and spin) in kcal per mole: 143.8
Lowest unoccupied orbital energy in eV: 0.1
Strongest force on any atom in eV/A: 4.0

The geometry in XYZ format:
```
18
Properties=species:S:1:pos:R:3:lowdin_charge:R:1
H 1.7824 -0.9682 -0.7554 0.10
C -0.6503 1.3658 0.6778 0.01
C 1.3108 -0.2649 -0.0566 -0.25
O -1.2257 1.9409 -1.4313 -0.04
N 2.1871 -0.0279 1.0515 -0.01
O 0.0182 -1.7656 1.4422 0.03
C 0.0432 -1.3915 0.2937 -0.49
H 0.0708 2.1738 0.6392 0.11
H 2.2716 -0.8663 1.6205 0.07
H -1.5133 -0.1850 -0.6478 0.15
H -0.5169 -1.3690 -1.7564 0.06
H 1.8451 0.7062 1.6641 0.05
H -2.0815 2.0308 -1.8696 0.11
C -0.9135 -1.5146 -0.7583 -0.06
N -1.4907 1.1599 -0.2893 -0.11
H -1.5326 -2.4034 -0.6930 0.07
H 1.1853 0.6065 -0.6988 0.09
H -0.7899 0.7726 1.5674 0.10
```

Formula: C4H4O3
Source: the OMol25 dataset
Level of theory: the ωB97M-V functional and the def2-TZVPD basis

Values from the calculation:
Energy relative to the best compared isomer or geometry (same formula, charge and spin) in kcal per mole: 29.6
Lowest unoccupied orbital energy in eV: -1.0
Strongest force on any atom in eV/A: 0.6
SMILES: CC(=O)C(=O)C=O

The geometry in XYZ format:
```
11
Properties=species:S:1:pos:R:3:lowdin_charge:R:1
C -0.3855 -0.6630 -0.3678 -0.38
C -1.5422 0.2804 -0.5295 0.01
O -0.1770 -1.6442 -1.0408 0.13
H -1.1617 1.2907 -0.7235 0.10
H -2.1228 0.3176 0.3991 0.10
C 1.9071 0.3080 0.3971 -0.15
O 0.3433 -0.6277 1.9306 0.14
H 2.6204 0.4276 1.2352 0.14
H -2.1738 -0.0428 -1.3588 0.09
O 2.1049 0.7142 -0.7196 0.10
C 0.5873 -0.3608 0.7779 -0.28
```

no.,electronic energy (a.u.)
1,-2812.15124
2,-249.31860
3,-418.23185
4,-380.49979